The following is a quantum chemistry calculation of C20H32Cl2N3O3Ti as an isolated structure, from the Open Molecules 2025 dataset.

```
! wB97M-V def2-TZVPD RIJCOSX def2/J DEFGRID3
* xyz 0 2
O -0.101 -0.935 -1.094
C 0.911 -0.319 -1.614
C 2.044 -1.317 -1.893
C 2.260 -2.327 -0.966
H 1.712 -2.280 -0.021
C 3.130 -3.381 -1.249
H 3.251 -4.172 -0.506
C 3.836 -3.388 -2.463
H 4.516 -4.217 -2.690
C 3.637 -2.344 -3.383
H 4.206 -2.327 -4.315
C 2.707 -1.323 -3.115
H 2.486 -0.533 -3.837
H 0.657 0.160 -2.584
C 1.421 2.358 -1.691
C 1.500 1.147 -0.771
H 2.392 2.529 -2.185
H 1.163 3.298 -1.173
H 0.692 2.211 -2.497
C 2.583 0.936 0.083
C 3.619 1.950 0.439
H 2.922 -0.081 0.274
H 4.543 1.878 -0.156
H 3.936 1.804 1.480
H 3.242 2.974 0.348
Ti 0.450 1.291 0.947
Cl 1.098 -0.692 1.927
Cl 0.971 3.131 1.999
H -1.421 -4.878 -0.935
H -1.891 -4.331 1.693
C -0.793 -3.978 -0.857
C -1.256 -3.454 1.510
N -1.320 -3.063 0.127
H -0.757 -3.484 -1.833
C -1.900 -1.872 -0.211
O -2.318 -1.046 0.603
H -1.591 -2.613 2.121
H -2.046 -1.769 -1.301
H 0.215 -4.309 -0.572
H -0.227 -3.724 1.777
H -3.884 3.848 -0.234
H -4.884 2.271 -2.047
C -2.943 3.761 -0.794
C -3.872 2.186 -2.460
N -2.871 2.444 -1.429
H -2.096 3.919 -0.129
C -2.064 1.473 -1.002
O -1.185 1.630 -0.102
H -3.735 1.180 -2.860
H -2.186 0.493 -1.486
H -2.954 4.526 -1.578
H -3.784 2.909 -3.280
C -1.760 0.797 5.972
C -1.500 1.927 4.963
C -1.214 1.415 3.658
N -1.052 1.029 2.573
H -2.670 0.247 5.698
H -1.892 1.222 6.971
H -0.918 0.092 5.997
H -2.373 2.588 4.873
H -0.642 2.533 5.283
*
```

Summary:
Kohn-Sham gap (alpha / beta) ... 7.4 / 6.8 eV
Energy ... -80032.628 eV
HOMO (alpha / beta) ... -7.07 / -7.12 eV
Energy above the lowest of the compared OMol25 structures with the same formula, charge and spin ... 22.88 kcal per mole